ORCA calculation (ωB97M-V/def2-TZVPD) on 2 unconnected molecules or ions with the total composition C3H4N2O2 at a distorted geometry.

Last columns: bonded neighbours and bond lengths (Å).
Geometry (Å):
1 C 1.624 -0.326 0.545  N2 1.455, H8 1.093, H9 1.094, H10 1.095
2 N 0.360 -0.421 -0.169  C1 1.455, N3 1.237
3 N 0.231 0.442 -1.046  N2 1.237, C4 1.435
4 C -1.063 0.432 -1.664  N3 1.435, O5 1.201, H11 1.102
5 O -2.086 0.602 -1.059  C4 1.201
6 C -1.487 0.319 1.927  O7 1.132
7 O -2.332 -0.432 1.998  C6 1.132
8 H 2.148 -1.279 0.437  C1 1.093
9 H 2.241 0.506 0.191  C1 1.094
10 H 1.371 -0.201 1.602  C1 1.095
11 H -1.006 0.359 -2.762  C4 1.102

- energy above the lowest of the compared OMol25 structures with the same formula, charge and spin (kJ/mol) = 339.91
- max |F| (eV/Å) = 1.05
- E_LUMO (eV) = -0.034
- HOMO level (eV) = -9.681
- total energy (Eh) = -376.63433